# C30H50F7NO12P2

A cluster of 3 separate species, C30H50F7NO12P2 in total at a distorted geometry (ωB97M-V/def2-TZVPD, the OMol25 dataset).

The geometry in XYZ format:
```
102
Properties=species:S:1:pos:R:3:forces:R:3:mulliken_charge:R:1
H 1.13764 6.05895 -4.33864 0.31 0.47 0.53 0.245
N 1.48298 6.91978 -3.85963 1.25 -2.10 5.57 -0.711
C 1.82868 6.60232 -2.54757 -1.01 1.71 -3.76 0.396
C 2.43555 7.86069 -1.65289 -0.26 -1.19 -0.43 -0.935
C 1.69820 5.07172 -1.92263 0.13 0.48 -0.41 -0.363
C 0.17163 4.46977 -1.95149 -1.55 -3.75 -0.14 0.631
C -0.06231 2.97619 -1.91557 0.40 3.53 -0.49 -0.471
C 1.14469 1.85827 -1.79816 -1.24 0.42 0.75 -0.292
C 1.09279 1.25215 -0.24382 -1.21 -0.37 -0.31 -0.143
O 0.58128 -0.15541 -0.30541 2.29 0.76 0.03 -0.269
C 1.63760 -1.06523 -0.77601 1.12 -0.09 -0.51 -0.063
C 1.30006 -2.66186 -0.62162 0.19 0.38 0.15 -0.823
C -1.62154 2.41182 -1.96303 -1.17 -4.03 2.82 0.110
O -1.96425 1.31350 -1.25580 2.13 7.15 -4.80 -0.567
C -2.71470 3.29568 -2.86990 1.71 2.77 0.88 0.222
C -3.89748 2.44679 -3.60161 1.06 -1.52 -1.96 0.590
F -4.36991 2.97259 -4.90207 1.52 -1.20 4.03 -0.286
F -3.28809 1.09982 -3.92569 -1.80 4.07 0.77 -0.311
C -5.21782 2.11887 -2.69561 -1.44 -3.19 -0.66 0.615
F -6.45978 2.12393 -3.55453 4.08 0.40 3.09 -0.282
F -5.09543 0.68976 -2.22030 -0.52 4.85 -1.24 -0.240
C -5.41304 3.02687 -1.35135 -2.52 0.44 3.35 0.550
F -4.40912 2.72953 -0.26164 -3.45 1.49 -4.39 -0.196
F -5.56864 4.49253 -1.60383 1.01 -5.20 0.85 -0.222
F -6.73445 2.59767 -0.75473 4.49 1.54 -2.03 -0.260
C -2.50453 4.76440 -2.87159 -1.27 -3.32 -0.05 0.515
C -3.53520 5.74626 -3.67791 1.38 0.44 -0.04 -0.710
C -2.89418 6.01444 -5.18145 0.73 0.70 -0.19 -0.467
O -2.13658 4.86024 -5.70866 0.78 1.48 0.78 -0.522
C -1.21342 5.39445 -2.01932 0.46 4.25 2.19 0.034
O -1.28301 6.60960 -1.42680 0.29 -7.74 -4.02 -0.600
H 3.60094 7.70628 -1.62703 -2.26 0.32 0.17 0.275
H 2.20910 8.92050 -2.15085 0.30 -2.67 1.06 0.291
H 1.97216 7.75019 -0.57736 1.07 0.46 -2.10 0.276
H 2.38460 4.38544 -2.60898 -1.63 1.42 1.42 0.322
H 2.16788 5.03593 -0.84887 -1.12 0.13 -1.98 0.276
H 2.21376 2.30192 -1.98229 -2.32 -0.68 0.08 0.121
H 0.87595 0.99933 -2.56110 0.69 1.75 1.65 0.360
H 2.14150 1.33977 0.26950 -1.87 -0.39 -0.97 0.064
H 0.27817 1.83390 0.40525 1.89 -1.30 -1.53 0.246
H 2.64237 -0.79460 -0.19366 -2.00 -0.73 -1.16 0.120
H 1.84739 -0.85467 -1.91734 -0.41 -0.37 2.08 0.228
H 1.95886 -3.24715 -1.42216 -1.40 1.29 1.82 0.292
H 0.16457 -2.88281 -0.84977 2.34 0.49 0.57 0.178
H 1.60393 -3.02223 0.47247 -0.87 0.70 -2.47 0.242
H -4.60459 5.29818 -3.83585 2.24 0.73 0.73 0.285
H -3.54256 6.79194 -3.10278 -0.23 -2.41 -1.23 0.375
H -2.13899 6.92885 -5.16149 -1.85 -1.71 0.13 0.279
H -3.76112 6.23700 -5.93728 1.67 -0.43 1.54 0.285
H -1.15027 5.05160 -5.61851 -2.14 -0.27 -0.11 0.314
C -3.68673 -9.97832 0.03217 0.06 -0.18 -0.15 -0.970
C -3.81930 -8.74711 0.90594 0.02 -0.38 0.51 -0.315
O -2.96915 -7.69283 0.46511 -0.49 -0.92 -0.76 -0.377
P -3.49733 -6.58819 -0.66450 4.40 0.97 8.35 1.013
O -4.82167 -6.33928 0.09820 -0.70 -0.57 -4.64 -0.723
O -2.70565 -5.26652 -0.02954 -0.28 -0.07 -1.90 -0.281
C -3.45388 -4.11534 0.33992 -0.42 0.40 0.28 -0.267
C -3.81493 -4.15863 1.81757 0.19 0.08 0.23 -1.083
O -2.01767 -6.86628 -1.51666 -2.56 0.92 -0.88 -0.349
C -1.25956 -8.05585 -1.52798 0.14 -0.92 -0.43 -0.038
C -1.71350 -8.97038 -2.64545 0.18 -0.11 -0.39 -1.126
H -4.06508 -9.78056 -0.97416 -0.04 -0.05 0.04 0.194
H -4.25734 -10.81666 0.44696 0.04 0.16 -0.03 0.401
H -2.64243 -10.29405 -0.06174 -0.14 0.04 0.06 0.241
H -4.86735 -8.44315 0.96329 0.17 0.19 -0.07 0.320
H -3.50525 -9.00202 1.92544 0.06 0.19 -0.13 0.290
H -4.34422 -4.01422 -0.28994 0.10 -0.08 0.23 0.316
H -2.83214 -3.23607 0.14530 0.10 -0.19 -0.06 0.322
H -4.20607 -5.12890 2.12642 -0.13 0.04 -0.23 0.269
H -4.55737 -3.39018 2.05504 0.10 -0.07 -0.04 0.358
H -2.92422 -3.97697 2.42890 -0.09 0.05 -0.10 0.298
H -1.23688 -8.56403 -0.56328 -0.38 0.25 -0.07 0.219
H -0.22006 -7.76589 -1.72028 -0.21 0.41 -0.06 0.344
H -2.79873 -9.08942 -2.65186 0.08 -0.10 0.15 0.259
H -1.24052 -9.95266 -2.55381 -0.11 0.06 -0.04 0.332
H -1.43860 -8.54631 -3.61637 -0.03 -0.06 0.11 0.350
C 2.13688 0.16570 5.10098 -0.10 -0.14 0.16 -1.095
C 2.80242 1.14275 4.15264 -0.58 0.33 0.03 -0.179
O 4.13518 1.44401 4.55461 -0.54 -1.11 0.21 -0.402
P 5.41432 0.51546 4.02847 -1.53 9.35 0.49 1.032
O 4.94387 0.58089 2.55472 1.26 -4.36 1.20 -0.702
O 6.51481 1.75926 3.89198 0.71 -1.70 0.37 -0.327
C 7.14944 1.99618 2.64191 0.05 0.10 -0.54 -0.313
C 6.39683 3.05342 1.84724 0.03 0.32 0.03 -0.958
O 5.93995 0.44236 5.67506 0.50 -1.73 -2.32 -0.358
C 5.12586 0.50161 6.82558 -0.63 -0.53 0.71 -0.043
C 4.67257 -0.88374 7.23363 0.12 -0.27 0.33 -1.120
H 2.62134 -0.81292 5.05029 -0.07 0.00 -0.03 0.200
H 1.07972 0.03088 4.84662 0.17 0.03 -0.03 0.420
H 2.19333 0.51088 6.13864 -0.03 0.00 -0.16 0.268
H 2.74995 0.76211 3.12968 0.23 0.06 0.08 0.273
H 2.24511 2.08725 4.17012 0.23 -0.03 0.02 0.291
H 7.25111 1.06343 2.07686 -0.14 0.22 0.03 0.315
H 8.16469 2.35084 2.84450 -0.12 -0.04 0.19 0.342
H 5.31948 2.88311 1.83614 0.09 -0.25 -0.03 0.202
H 6.75663 3.08692 0.81402 -0.01 0.00 0.11 0.343
H 6.54779 4.04119 2.29626 0.05 -0.12 -0.07 0.306
H 4.29097 1.19674 6.72990 0.14 -0.18 -0.41 0.220
H 5.74627 0.91259 7.63045 0.33 -0.06 -0.34 0.344
H 4.27005 -1.44117 6.38559 -0.13 0.14 0.06 0.258
H 3.91573 -0.82360 8.02140 0.04 -0.07 -0.11 0.332
H 5.52007 -1.46178 7.61531 -0.10 0.06 -0.03 0.348
```
Forces are in eV/Å.

As for the total charge: 0. For the molecular weight, the calculation gives 811.659 g mol⁻¹. Its LUMO energy is -2.020 eV. The total energy comes out at -3511.879594 a.u. The calculation puts the frontier orbital gap at 7.65 eV. Its SMILES is [H]/N=C(/C)CC1=C(CCOCC)C(=O)C(C(F)(F)C(F)(F)C(F)(F)F)=C(CCO)C1=O.CCOP(=O)(OCC)OCC.CCOP(=O)(OCC)OCC.